# 1
{
  "formula": "BrO3S",
  "method": "the ωB97M-V functional and the def2-TZVPD basis",
  "largest_force_ev_per_a": 1.6,
  "de_lowest_ev": 5.169,
  "total_charge": -1,
  "homo_ev": [-4.8, -4.7],
  "homo_lumo_gap_ev": [7.70, 6.34],
  "e_tot_ev": -87017.64331,
  "symbols": ["O", "O", "O", "S", "Br"],
  "positions_angstrom": [[0.862977, 2.151436, -1.100364], [-1.515863, 0.127710, 0.502779], [0.694564, -0.409277, 1.440112], [-0.092620, -0.021546, 0.286237], [0.050941, -1.848323, -1.128764]],
  "forces_ev_per_a": [[-0.26, -0.61, 0.41], [-0.13, 0.00, 0.10], [-0.02, -0.02, 0.06], [0.33, 1.58, 0.14], [0.08, -0.95, -0.70]]
}



# 2
{
  "formula": "C33H40F3IrN3PSSb",
  "method": "the ωB97M-V functional and the def2-TZVPD basis",
  "largest_force_ev_per_a": 1.4,
  "de_lowest_ev": 3.446,
  "total_charge": 3,
  "homo_ev": [-14.3, -14.4],
  "homo_lumo_gap_ev": [2.18, 2.26],
  "e_tot_ev": -76965.28088,
  "symbols": ["Ir", "N", "N", "C", "N", "S", "H", "H", "H", "H", "H", "F", "C", "C", "C", "C", "C", "C", "Sb", "C", "C", "C", "C", "F", "C", "C", "C", "C", "C", "C", "F", "C", "C", "H", "H", "H", "H", "H", "H", "H", "H", "H", "H", "H", "H", "C", "C", "C", "C", "P", "C", "C", "C", "C", "C", "C", "C", "C", "C", "C", "H", "H", "H", "H", "H", "H", "H", "H", "H", "H", "H", "H", "H", "H", "H", "H", "H", "H", "H", "H", "H", "H", "H"],
  "positions_angstrom": [[2.376083, -1.244496, 0.161781], [4.154993, 0.077322, 0.381107], [3.830486, 1.428939, 0.131963], [2.600307, 1.794096, -0.235335], [2.363873, 3.069940, -0.484279], [1.321248, 0.641746, -0.418042], [4.550576, 0.019987, 1.318603], [4.884899, -0.200262, -0.276657], [4.579184, 2.104619, 0.210789], [3.064910, 3.790432, -0.395631], [1.448262, 3.358383, -0.774531], [-6.732607, -2.170001, 4.753609], [-6.130705, -1.504510, 3.778512], [-6.781936, -0.426237, 3.203558], [-6.145345, 0.262586, 2.186225], [-4.877319, -0.139350, 1.761458], [-4.237700, -1.226489, 2.356743], [-4.871996, -1.917630, 3.374550], [-3.976137, 0.858884, 0.165196], [-4.225613, 2.901204, 0.456158], [-4.321696, 3.345644, 1.780475], [-4.526529, 4.683910, 2.043716], [-4.610999, 5.561272, 0.973391], [-4.802745, 6.840460, 1.219768], [-4.499009, 5.149994, -0.347642], [-4.295631, 3.811294, -0.605169], [-4.783795, 0.112994, -1.602270], [-4.644438, 0.764775, -2.831622], [-5.222728, 0.225532, -3.963997], [-5.910188, -0.974977, -3.850377], [-6.460400, -1.492904, -4.933948], [-6.035801, -1.655731, -2.649467], [-5.456073, -1.110958, -1.518936], [-7.766154, -0.144674, 3.552161], [-6.648482, 1.106296, 1.729504], [-3.250076, -1.546818, 2.036697], [-4.413887, -2.767177, 3.858530], [-4.261612, 2.647872, 2.607642], [-4.630268, 5.058577, 3.052303], [-4.586869, 5.877234, -1.142494], [-4.223770, 3.485589, -1.632913], [-4.095348, 1.691844, -2.919746], [-5.156853, 0.712874, -4.927090], [-6.588515, -2.584687, -2.616877], [-5.559070, -1.625217, -0.570370], [2.911962, -3.668172, 0.964347], [1.976187, -4.164790, -0.149605], [1.477060, -5.565111, 0.199509], [2.762060, -4.167377, -1.468316], [0.718244, -2.792509, -0.157221], [-0.273106, -2.979225, 1.340513], [-1.220469, -3.998184, 1.477831], [-1.871748, -4.187981, 2.686464], [-1.583280, -3.367780, 3.771611], [-0.659565, -2.341582, 3.641908], [-0.008227, -2.150960, 2.431909], [-0.375386, -2.740927, -1.662815], [0.339298, -1.995897, -2.795310], [-0.757906, -4.145203, -2.156002], [-1.667268, -1.994587, -1.297617], [3.790647, -4.314987, 1.045753], [2.444727, -3.581386, 1.943054], [3.493982, -2.693502, 0.756351], [2.323941, -6.254439, 0.233057], [0.784131, -5.938175, -0.550973], [0.985631, -5.593996, 1.172196], [3.676683, -4.748210, -1.336555], [3.057613, -3.156575, -1.784936], [2.202889, -4.619965, -2.283174], [-1.440554, -4.669265, 0.657942], [-2.589370, -4.991856, 2.787166], [-2.070121, -3.538342, 4.723073], [-0.434074, -1.702116, 4.484402], [0.718958, -1.348207, 2.344761], [1.226141, -2.522862, -3.146535], [0.623487, -0.981899, -2.514419], [-0.348576, -1.924309, -3.639646], [0.099544, -4.700717, -2.525856], [-1.449918, -4.030463, -2.992837], [-1.262960, -4.748545, -1.402516], [-1.516464, -0.998676, -0.872700], [-2.274142, -2.563163, -0.591927], [-2.252285, -1.870238, -2.212333]],
  "forces_ev_per_a": [[-0.12, 0.15, -0.11], [-0.24, -0.12, 0.04], [-0.01, 0.07, 0.00], [-0.22, -0.35, -0.08], [0.21, 0.31, 0.07], [0.49, -0.12, 0.17], [-0.09, -0.04, 0.03], [-0.13, -0.04, -0.03], [-0.03, 0.00, -0.03], [0.01, -0.03, -0.02], [-0.13, -0.01, -0.05], [0.10, 0.13, -0.17], [-0.08, -0.16, 0.21], [0.00, 0.05, -0.11], [-0.11, 0.40, -0.06], [0.33, -0.38, 0.18], [0.16, -0.18, 0.01], [0.07, 0.03, -0.10], [-1.28, 0.45, -0.16], [0.11, -0.53, -0.16], [0.14, 0.10, 0.44], [-0.07, -0.30, 0.19], [-0.05, 0.43, 0.14], [0.05, -0.24, -0.05], [-0.03, -0.27, -0.35], [0.09, 0.35, -0.31], [0.36, 0.20, 0.24], [0.13, 0.07, -0.49], [0.17, 0.38, 0.16], [-0.22, -0.23, -0.41], [0.18, 0.15, 0.33], [-0.02, -0.01, 0.40], [-0.12, -0.50, 0.03], [-0.01, 0.02, -0.03], [-0.03, 0.02, 0.02], [-0.03, -0.02, 0.06], [0.04, -0.02, -0.01], [0.06, 0.02, 0.01], [-0.01, 0.00, 0.02], [-0.02, 0.01, -0.02], [0.04, 0.01, -0.02], [0.04, -0.01, -0.03], [0.00, 0.02, 0.01], [-0.01, 0.01, 0.03], [0.03, -0.03, -0.03], [0.20, 0.40, 0.01], [-0.08, -0.20, -0.03], [0.06, 0.05, -0.01], [0.03, 0.14, -0.12], [0.95, 0.73, 0.06], [-0.23, -0.26, -0.04], [-0.04, 0.00, 0.12], [-0.05, -0.01, 0.01], [-0.03, -0.01, 0.02], [-0.10, -0.09, 0.01], [0.01, 0.22, 0.01], [-0.05, -0.13, 0.18], [-0.04, 0.03, -0.05], [-0.12, 0.08, -0.03], [-0.24, -0.12, -0.08], [-0.09, -0.10, 0.02], [-0.02, -0.08, -0.01], [-0.19, 0.03, -0.16], [0.00, 0.01, 0.00], [-0.04, -0.05, -0.06], [0.02, 0.01, 0.00], [-0.02, -0.06, 0.00], [-0.07, -0.17, 0.14], [-0.04, -0.07, -0.02], [0.04, 0.01, 0.00], [0.01, -0.02, 0.02], [0.00, -0.02, 0.02], [0.02, 0.00, 0.02], [-0.01, -0.12, -0.10], [0.00, 0.03, 0.08], [0.03, -0.06, 0.02], [-0.02, -0.04, -0.06], [0.05, -0.01, 0.02], [-0.01, -0.04, -0.04], [0.02, 0.03, 0.02], [0.32, 0.13, 0.04], [-0.01, -0.04, 0.03], [-0.02, 0.02, -0.03]]
}



> Number 1 is which compound?

BrO3S



What did the first record say?
{
  "formula": "BrO3S",
  "method": "the ωB97M-V functional and the def2-TZVPD basis",
  "largest_force_ev_per_a": 1.6,
  "de_lowest_ev": 5.169,
  "total_charge": -1,
  "homo_ev": [-4.8, -4.7],
  "homo_lumo_gap_ev": [7.70, 6.34],
  "e_tot_ev": -87017.64331,
  "symbols": ["O", "O", "O", "S", "Br"],
  "positions_angstrom": [[0.862977, 2.151436, -1.100364], [-1.515863, 0.127710, 0.502779], [0.694564, -0.409277, 1.440112], [-0.092620, -0.021546, 0.286237], [0.050941, -1.848323, -1.128764]],
  "forces_ev_per_a": [[-0.26, -0.61, 0.41], [-0.13, 0.00, 0.10], [-0.02, -0.02, 0.06], [0.33, 1.58, 0.14], [0.08, -0.95, -0.70]]
}